DFT (ωB97M-V with the def2-TZVPD basis set) results for a structure of composition C25H28FLi2MgN4NaO8P in a non-equilibrium geometry.

Each line ends with the Mulliken charge.
CARTESIAN COORDINATES (ANGSTROEM)
O 10.131 -0.772 -0.497  -0.57
P 9.119 -1.680 -1.253  0.29
C 7.419 -0.904 -1.027  -0.67
C 7.225 0.607 -0.634  -0.26
C 5.760 1.110 -0.435  -0.52
C 4.481 0.196 -0.605  0.33
N 3.204 0.797 -0.349  -0.28
C 2.118 -0.117 -0.554  0.04
C 2.326 -1.606 -0.963  -0.43
N 3.575 -2.256 -1.212  -0.79
C 4.646 -1.279 -1.024  0.93
C 6.159 -1.799 -1.228  -0.20
H 9.076 -2.952 -0.549  0.20
H 9.504 -1.860 -2.630  0.01
H 8.126 1.290 -0.505  0.45
H 5.650 2.202 -0.117  0.30
H 1.056 0.268 -0.400  0.29
H 1.377 -2.250 -1.093  0.42
H 6.328 -2.884 -1.537  0.07
Li 7.766 0.016 -3.425  0.82
O 1.663 2.826 -2.107  -0.96
H 2.311 2.240 -1.724  0.16
Li 8.369 -3.580 -3.085  0.73
F 8.675 -5.328 -5.076  -0.85
C -1.766 -0.169 2.856  0.10
C -1.821 -0.401 4.212  0.31
C -0.956 -1.567 4.667  0.35
O -0.806 -1.896 5.829  -0.51
C -0.256 -2.355 3.633  -0.33
C -0.212 -2.127 2.277  0.31
C -0.991 -0.901 1.839  0.20
O -1.021 -0.482 0.696  -0.46
O 0.378 -2.791 1.408  -0.59
O -2.474 0.222 5.061  -0.50
H -2.343 0.650 2.439  0.59
H 0.281 -3.207 4.037  0.49
Mg 4.725 -2.884 -3.019  0.51
C -0.121 2.961 0.371  0.22
C -0.099 3.464 1.788  0.26
O -0.323 2.723 2.728  -0.55
C 0.215 4.926 2.003  -0.86
H -0.362 1.896 0.370  -0.62
H -0.885 3.493 -0.200  0.31
H 0.864 3.097 -0.093  0.38
H -0.533 5.545 1.506  0.36
H 1.209 5.154 1.616  0.13
H 0.197 5.148 3.074  0.39
N -3.768 0.498 -0.026  -0.08
C -3.257 0.673 -1.259  -0.20
C -3.572 1.745 -2.077  -0.74
C -4.468 2.693 -1.602  -0.23
C -5.012 2.536 -0.336  -0.69
C -4.632 1.431 0.408  -0.23
H -2.563 -0.095 -1.586  0.45
H -3.128 1.838 -3.060  0.43
H -4.741 3.546 -2.215  0.44
H -5.715 3.256 0.064  0.49
H -5.028 1.267 1.405  0.42
Na 2.180 4.018 1.665  0.93
C -8.582 -1.810 -0.479  -1.43
C -7.237 -1.138 -0.408  0.95
O -7.114 0.039 -0.096  -0.58
N -6.135 -1.880 -0.703  -0.05
C -6.069 -3.272 -1.090  -0.95
H -9.359 -1.091 -0.217  0.31
H -8.770 -2.168 -1.493  0.37
H -8.626 -2.640 0.231  0.35
H -5.270 -1.359 -0.633  0.06
H -5.451 -3.801 -0.361  0.27
H -5.594 -3.333 -2.071  0.28
H -7.052 -3.736 -1.134  0.39

Properties
Total energy: -2608.2209 hartree
Net charge: +1
Maximum force: 6.82 eV/A

DFT (ωB97M-V with the def2-TZVPD basis set) results for a structure of composition C25H28FN4OPtS2.

Each line ends with the Löwdin spin population.
CARTESIAN COORDINATES (ANGSTROEM)
Pt 0.004 -0.144 0.026  1.57
C -3.628 2.287 1.736  0.00
C -2.521 1.278 1.622  0.01
N -1.658 1.348 0.592  0.29
N -1.911 2.348 -0.225  0.18
C -0.942 2.587 -1.107  0.09
S 0.625 1.886 -1.099  0.29
S -1.485 3.751 -2.232  0.11
C -0.255 3.710 -3.550  0.02
C -0.548 2.638 -4.562  0.01
C -1.504 2.870 -5.546  0.00
C -1.817 1.888 -6.474  0.00
C -1.168 0.661 -6.431  0.00
C -0.206 0.426 -5.455  0.00
C 0.100 1.408 -4.521  0.00
C -2.371 0.242 2.579  0.09
C -3.480 -0.036 3.445  -0.01
C -3.399 -0.934 4.453  0.06
C -2.161 -1.593 4.725  0.03
C -1.068 -1.354 3.965  0.03
C -1.122 -0.474 2.834  0.09
O -0.049 -0.348 2.161  0.25
H -3.265 3.269 1.447  0.00
H -4.013 2.335 2.747  0.00
H -4.440 2.039 1.044  0.00
H 0.744 3.642 -3.123  0.01
H -0.369 4.705 -3.983  0.00
H -2.009 3.831 -5.589  0.00
H -2.557 2.086 -7.240  0.00
H -1.403 -0.104 -7.160  0.00
H 0.321 -0.519 -5.433  0.00
H 0.859 1.227 -3.765  0.00
H -4.417 0.471 3.269  0.00
H -4.266 -1.142 5.066  0.00
H -2.093 -2.285 5.556  0.00
H -0.118 -1.833 4.165  0.00
N 2.310 -0.478 0.295  0.10
C 2.727 -1.891 0.160  0.01
C 1.715 -2.774 0.862  0.00
N 0.400 -2.629 0.224  0.10
H 2.874 0.160 -0.252  0.00
H 2.393 -0.186 1.266  0.00
H 3.717 -2.058 0.583  0.00
H 2.773 -2.141 -0.900  0.00
H 1.626 -2.455 1.902  0.00
H 2.056 -3.809 0.863  0.00
H -0.347 -2.969 0.817  0.00
H 0.356 -3.154 -0.643  0.00
F -6.121 1.878 -1.999  0.02
C -5.045 1.095 -1.825  0.06
C -5.040 0.204 -0.766  -0.01
C -3.918 -0.585 -0.578  0.06
C -2.820 -0.503 -1.440  0.03
C -1.610 -1.281 -1.186  0.38
C -2.887 0.386 -2.517  0.06
C -3.992 1.198 -2.711  -0.01
H -5.904 0.141 -0.115  0.00
H -3.892 -1.285 0.253  0.00
H -0.976 -1.434 -2.061  0.03
H -1.753 -2.182 -0.602  0.02
H -2.039 0.469 -3.198  0.00
H -4.042 1.908 -3.527  0.00

Properties
Total energy: -2278.9299 hartree
<S²>: 6.068
Net charge: +1
Multiplicity: 5
Maximum force: 0.80 eV/A

DFT (ωB97M-V with the def2-TZVPD basis set) results for a structure of composition C25H28InN4O6SSe2.

Each line ends with the Mulliken charge.
CARTESIAN COORDINATES (ANGSTROEM)
In 0.576 -1.157 1.017  0.82
O -0.907 3.302 0.777  -0.75
C -0.406 2.183 0.987  -0.12
O -0.966 1.072 1.224  -0.77
C 1.115 2.173 0.869  0.92
C 1.889 3.080 1.641  -0.84
C 3.240 3.073 1.507  -0.95
C 3.853 2.219 0.554  1.10
C 5.253 2.175 0.331  -0.84
C 5.777 1.331 -0.604  -0.74
C 4.923 0.502 -1.376  -0.72
C 3.574 0.531 -1.178  0.03
C 3.012 1.379 -0.192  -0.27
N 1.651 1.336 0.011  0.17
H 1.379 3.754 2.318  0.53
H 3.863 3.730 2.107  0.38
H 5.899 2.811 0.928  0.38
H 6.849 1.286 -0.756  0.38
H 5.349 -0.184 -2.098  0.44
H 2.895 -0.106 -1.735  0.69
O -3.544 0.129 -4.050  -0.61
C -4.181 0.901 -3.029  -0.45
C -4.994 0.094 -2.000  1.69
C -6.324 -0.344 -2.623  -1.20
O -7.184 0.742 -2.997  -0.52
C -5.223 0.981 -0.768  -1.30
Se -3.510 1.383 0.098  -0.01
C -4.289 -1.184 -1.556  -1.30
Se -2.807 -0.823 -0.336  -0.13
H -2.662 -0.055 -3.698  0.26
H -4.868 1.586 -3.524  0.42
H -3.429 1.488 -2.505  -0.02
H -6.844 -1.012 -1.930  0.42
H -6.120 -0.893 -3.542  0.40
H -7.313 1.296 -2.221  0.37
H -5.893 0.495 -0.054  0.35
H -5.636 1.957 -1.041  0.51
H -3.898 -1.722 -2.416  0.55
H -4.989 -1.827 -1.030  0.51
O 4.515 -2.737 -0.477  -0.76
C 3.345 -2.391 -0.286  0.57
O 2.841 -1.831 0.738  -0.72
C 2.391 -2.671 -1.462  0.39
C 2.838 -3.434 -2.533  -0.80
C 1.970 -3.704 -3.578  -0.30
C 0.683 -3.192 -3.538  -0.88
C 0.316 -2.429 -2.445  -0.22
N 1.148 -2.177 -1.426  0.10
H 3.858 -3.794 -2.506  0.52
H 2.294 -4.309 -4.418  0.39
H -0.028 -3.374 -4.335  0.42
H -0.673 -1.993 -2.369  0.40
S -0.412 0.798 -2.801  0.09
C 0.399 2.273 -2.777  -0.51
N -0.030 3.267 -1.978  0.04
C 0.703 4.502 -1.739  -0.26
C 1.430 4.891 -3.009  -0.80
C 2.315 3.733 -3.423  -0.54
N 1.507 2.519 -3.509  0.02
H -0.772 3.000 -1.343  0.05
H 1.422 4.373 -0.924  0.07
H -0.006 5.268 -1.436  0.41
H 2.029 5.788 -2.846  0.38
H 0.702 5.096 -3.797  0.32
H 3.122 3.609 -2.696  0.21
H 2.769 3.914 -4.396  0.44
H 1.816 1.738 -4.060  0.23

Properties
Total energy: -7031.2982 hartree
Net charge: -1
Maximum force: 0.98 eV/A

DFT (ωB97M-V with the def2-TZVPD basis set) results for a structure of composition C25H28InN5O4S4 in a non-equilibrium geometry.

Each line ends with the Mulliken charge.
CARTESIAN COORDINATES (ANGSTROEM)
In -5.921 -0.799 16.629  1.10
C -10.644 -2.003 16.785  -1.00
N -9.801 -2.097 18.001  0.94
C -10.414 -1.578 19.236  -1.09
C -8.777 -3.042 18.162  -0.64
C -8.951 -4.403 17.666  -0.57
C -7.935 -5.312 17.805  -0.53
C -6.814 -5.042 18.585  -0.80
C -6.563 -3.769 19.071  -0.42
C -7.451 -2.704 18.755  -0.08
N -6.980 -1.433 18.650  0.77
C -6.557 -0.737 19.733  0.90
C -6.217 -1.425 20.938  -0.67
C -5.469 -0.874 21.922  -0.84
C -5.180 0.491 21.908  -0.72
C -5.638 1.231 20.837  -0.21
C -6.364 0.680 19.736  -0.64
N -6.760 1.396 18.632  0.62
C -6.110 2.622 18.287  -1.24
C -8.251 1.427 18.464  -0.86
H -11.443 -2.777 16.935  0.37
H -9.944 -2.256 15.890  0.09
H -10.946 -0.925 16.756  0.40
H -10.804 -2.451 19.813  0.26
H -11.296 -1.016 18.915  0.45
H -9.790 -0.947 19.860  0.18
H -9.903 -4.697 17.233  0.32
H -8.026 -6.242 17.283  0.38
H -6.074 -5.826 18.767  0.29
H -5.602 -3.482 19.482  0.51
H -6.609 -2.450 21.070  0.45
H -5.103 -1.449 22.793  0.29
H -4.656 1.017 22.726  0.30
H -5.366 2.282 20.724  0.39
H -6.599 3.559 18.731  0.28
H -6.261 2.759 17.183  0.28
H -5.031 2.635 18.481  0.38
H -8.707 1.620 19.467  0.23
H -8.603 0.441 18.135  -0.15
H -8.335 2.168 17.682  0.57
S -1.291 -1.748 16.090  -0.45
C -2.806 -1.059 16.328  0.16
S -3.760 -0.387 15.130  -0.41
S -3.505 -1.159 17.875  -0.37
S -6.124 -2.463 10.346  -0.18
C -6.062 -3.844 11.467  0.00
N -5.257 -4.809 11.247  -0.60
C -4.430 -4.489 10.136  0.12
C -3.621 -5.390 9.418  -0.59
C -3.072 -4.961 8.227  -0.27
C -3.137 -3.621 7.833  -0.52
C -3.976 -2.763 8.545  -0.42
C -4.767 -3.222 9.599  0.58
H -6.833 -3.973 12.214  0.49
H -3.326 -6.329 9.855  0.38
H -2.538 -5.684 7.647  0.36
H -2.558 -3.320 7.007  0.42
H -4.340 -1.776 8.199  0.25
C -7.168 0.631 14.433  -0.71
O -6.917 0.790 15.790  -0.45
H -8.257 0.722 14.225  0.20
H -6.817 -0.219 13.853  0.22
H -6.746 1.549 13.902  0.17
O -7.529 -3.930 14.583  -0.78
N -7.122 -2.955 15.167  1.30
O -6.080 -3.040 15.923  -0.66
O -7.709 -1.829 15.249  -0.51

Properties
Total energy: -3326.9671 hartree
Net charge: -2
Maximum force: 3.17 eV/A

DFT (ωB97M-V with the def2-TZVPD basis set) results for the molecule C25H28N2O4S.

Each line ends with the Mulliken charge.
CARTESIAN COORDINATES (ANGSTROEM)
C -4.896 -2.966 -2.239  -1.51
C -4.751 -1.765 -1.354  0.78
C -3.659 -1.619 -0.512  -1.06
C -3.527 -0.522 0.322  0.14
C -4.510 0.459 0.330  0.35
O -4.479 1.615 1.075  -0.55
C -3.617 1.712 2.196  0.53
C -3.924 0.703 3.298  -1.29
C -2.124 1.702 1.810  0.01
O -1.262 1.311 2.561  -0.64
N -1.921 2.225 0.570  -0.02
C -0.726 2.345 -0.137  0.44
C -0.791 2.640 -1.499  -0.78
C 0.364 2.768 -2.245  -1.09
C 1.621 2.608 -1.669  0.57
C 2.867 2.731 -2.481  -1.73
C 1.662 2.322 -0.311  0.38
S 3.231 2.143 0.536  1.42
O 3.001 1.781 1.900  -0.65
O 4.055 3.289 0.266  -0.77
N 3.984 0.887 -0.297  -0.23
C 3.801 -0.449 0.075  0.43
C 2.534 -0.881 0.442  -0.05
C 2.318 -2.199 0.795  -1.47
C 3.357 -3.118 0.778  0.80
C 3.136 -4.556 1.140  -1.50
C 4.619 -2.676 0.400  -0.79
C 4.867 -1.357 0.054  1.04
C 6.251 -0.915 -0.326  -1.73
C 0.523 2.192 0.458  -0.35
C -5.610 0.325 -0.514  -0.77
C -5.725 -0.772 -1.342  -0.48
H -5.597 -3.674 -1.797  0.30
H -3.942 -3.469 -2.371  0.36
H -5.283 -2.680 -3.215  0.38
H -2.886 -2.374 -0.505  0.39
H -2.655 -0.447 0.954  0.53
H -3.816 2.724 2.579  0.35
H -4.909 0.895 3.715  0.37
H -3.901 -0.312 2.911  0.29
H -3.172 0.797 4.076  0.40
H -2.759 2.465 0.052  0.23
H -1.755 2.768 -1.971  0.40
H 0.291 2.996 -3.298  0.39
H 2.659 3.211 -3.434  0.46
H 3.284 1.742 -2.672  0.27
H 3.610 3.307 -1.935  0.34
H 4.932 1.138 -0.533  0.35
H 1.723 -0.172 0.463  0.32
H 1.328 -2.512 1.090  0.40
H 2.192 -4.681 1.665  0.37
H 3.112 -5.172 0.241  0.30
H 3.941 -4.922 1.774  0.36
H 5.439 -3.381 0.387  0.34
H 6.589 -0.105 0.321  0.37
H 6.279 -0.566 -1.359  0.38
H 6.950 -1.742 -0.229  0.39
H 0.623 1.969 1.507  0.71
H -6.364 1.097 -0.504  0.44
H -6.585 -0.861 -1.989  0.39

Properties
Total energy: -1778.1374 hartree
Maximum force: 0.94 eV/A

DFT (ωB97M-V with the def2-TZVPD basis set) results for the molecule C25H28N2O4S2 in a non-equilibrium geometry.

Each line ends with the Mulliken charge.
CARTESIAN COORDINATES (ANGSTROEM)
C -4.507 -2.153 -0.623  -1.10
O -3.450 -1.508 0.050  -0.07
C -2.339 -2.245 0.361  0.08
C -2.297 -3.630 0.358  -0.65
C -1.160 -4.300 0.782  -0.77
C -0.065 -3.586 1.221  -1.03
C -0.082 -2.200 1.196  -0.71
C -1.202 -1.513 0.746  0.97
N -1.249 -0.113 0.661  0.60
C -0.387 0.704 1.491  -1.02
C 1.098 0.680 1.078  0.39
O 1.966 0.269 1.826  -0.63
N 1.322 1.150 -0.155  0.11
C 2.605 1.005 -0.802  -0.46
C 2.670 -0.337 -1.530  -0.30
S 4.293 -0.656 -2.278  -0.09
C 5.254 -1.202 -0.809  -1.27
C 5.788 -0.060 -0.007  0.90
C 5.301 0.211 1.266  -0.42
C 5.799 1.282 1.990  -0.41
C 6.785 2.090 1.450  -0.46
C 7.271 1.827 0.180  -0.51
C 6.775 0.759 -0.544  -0.47
S -1.932 0.585 -0.707  1.64
O -1.249 1.847 -0.891  -0.93
O -1.875 -0.323 -1.811  -0.78
C -3.614 1.044 -0.306  0.25
C -3.978 1.334 0.993  -0.29
C -5.266 1.767 1.252  -1.08
C -6.189 1.921 0.221  0.97
C -7.573 2.412 0.514  -1.44
C -5.795 1.631 -1.080  -0.84
C -4.508 1.194 -1.347  -0.51
H -5.214 -1.365 -0.881  0.24
H -5.004 -2.885 0.023  0.34
H -4.154 -2.640 -1.535  0.43
H -3.156 -4.199 0.041  0.42
H -1.146 -5.379 0.776  0.40
H 0.817 -4.099 1.573  0.42
H 0.784 -1.660 1.536  0.64
H -0.748 1.731 1.413  0.51
H -0.460 0.361 2.528  0.41
H 0.527 1.472 -0.699  0.32
H 2.750 1.825 -1.507  0.31
H 3.378 1.050 -0.031  0.07
H 2.451 -1.154 -0.841  0.03
H 1.951 -0.365 -2.349  0.34
H 4.602 -1.845 -0.220  0.42
H 6.066 -1.794 -1.232  0.49
H 4.522 -0.403 1.693  0.25
H 5.408 1.484 2.976  0.41
H 7.172 2.925 2.016  0.37
H 8.038 2.456 -0.247  0.38
H 7.143 0.556 -1.540  0.37
H -3.265 1.205 1.791  0.46
H -5.562 1.989 2.267  0.41
H -7.562 3.494 0.641  0.30
H -8.253 2.172 -0.299  0.38
H -7.952 1.973 1.435  0.37
H -6.499 1.748 -1.890  0.37
H -4.186 0.959 -2.349  0.46

Properties
Total energy: -2176.2975 hartree
Maximum force: 1.24 eV/A